(1)
Formula: C2H3I2NO2
Source: OMol25
Level of theory: the ωB97M-V functional and the def2-TZVPD basis

Results
M = 326.86 g mol⁻¹
relative energy (zero: lowest compared OMol25 entry of this formula, charge and spin) = 379.9 kJ/mol
energy = -23904.1428 eV
LUMO level (alpha / beta) = -0.70 / -0.70 eV
HOMO-LUMO gap (alpha / beta) = 0.27713 / 0.27716 hartree
spin multiplicity = 1

Cartesian coordinates (Å):
C (0.18991, 0.95602, -0.48125)
C (-1.92057, 0.00724, 0.15853)
N (3.21171, -0.77150, 0.88478)
O (-0.16954, 1.97703, -0.94957)
O (-0.47120, 0.06437, 0.15681)
I (3.58863, -2.57956, -0.14258)
I (2.44061, 0.64505, -0.10895)
H (-2.15038, -0.28176, -0.78182)
H (-2.46016, 0.91587, 0.54104)
H (-2.25900, -0.93274, 0.72302)

Atoms 1-2, force components in eV/Å:
0.845 0.627 0.970
-0.448 -0.516 3.019



(2)
Formula: C25H49IrNO2P2S
Source: OMol25
Level of theory: the ωB97M-V functional and the def2-TZVPD basis

Results
<S²> = 8.78
M = 681.90 g mol⁻¹
relative energy (zero: lowest compared OMol25 entry of this formula, charge and spin) = 77.2 kJ/mol
net charge = +4
energy = -64508.6713 eV
LUMO level (alpha / beta) = -13.71 / -17.32 eV
HOMO-LUMO gap (alpha / beta) = 0.12518 / 0.15537 hartree
spin multiplicity = 6

Cartesian coordinates (Å):
Ir (0.03945, -0.00833, -0.28427)
C (0.89391, 0.62026, 1.24455)
O (1.44488, 1.06194, 2.18006)
C (-1.80263, 0.19108, -0.07015)
O (-2.95140, 0.39087, 0.02488)
P (0.20126, 2.23695, -1.22751)
C (-0.00034, 2.06228, -3.07207)
H (0.02489, 3.07893, -3.49644)
C (-1.22533, 3.35894, -0.75294)
H (-2.09609, 2.68780, -0.85564)
C (1.79277, 3.21094, -1.15495)
H (2.52246, 2.47656, -1.54115)
C (1.42461, -3.06319, 1.36311)
P (-0.02928, -2.34432, 0.43824)
H (-0.34246, -4.07707, -1.25746)
H (2.26835, -2.88447, 0.67745)
C (-1.44807, -3.44600, 0.97728)
H (-1.08809, -4.45848, 0.72032)
C (-1.17489, 3.81912, 0.70811)
H (-2.13431, 4.30767, 0.94000)
H (-0.38106, 4.55926, 0.88146)
H (-1.05487, 2.97978, 1.40839)
C (-1.44502, 4.55007, -1.69036)
H (-0.68071, 5.32567, -1.55996)
H (-2.41611, 4.99870, -1.43597)
H (-1.48917, 4.26689, -2.74805)
C (1.83796, 4.45364, -2.05222)
H (1.49386, 4.28359, -3.07858)
H (2.88572, 4.77872, -2.11642)
H (1.26976, 5.28507, -1.61785)
C (2.24599, 3.59614, 0.25758)
H (3.10952, 4.26927, 0.17569)
H (2.54908, 2.71812, 0.83493)
H (1.45847, 4.12006, 0.81339)
C (1.18887, 1.28182, -3.64011)
H (2.12933, 1.84314, -3.55178)
H (1.01856, 1.06581, -4.70282)
H (1.32122, 0.32189, -3.11933)
C (-1.35736, 1.44526, -3.41832)
H (-1.45098, 0.42779, -3.01443)
H (-1.45648, 1.38494, -4.51152)
H (-2.19194, 2.04567, -3.03165)
C (1.30021, -4.57187, 1.61127)
H (1.05978, -5.15265, 0.71258)
H (0.54472, -4.78991, 2.37484)
H (2.26325, -4.93471, 1.99565)
C (1.74033, -2.35277, 2.67982)
H (0.92625, -2.45359, 3.41190)
C (-0.59899, -2.16907, -2.24248)
H (1.95296, -1.28911, 2.53235)
H (2.63983, -2.81825, 3.11047)
C (1.61592, -3.31631, -1.69505)
H (-0.25607, -1.10992, -2.10062)
H (-0.39285, -2.44314, -3.28018)
H (-1.68467, -2.19980, -2.08107)
C (0.15854, -3.09510, -1.28702)
H (1.66499, -3.56826, -2.76212)
H (2.07454, -4.14578, -1.14394)
H (2.22890, -2.42008, -1.53438)
C (-2.74578, -3.22158, 0.19116)
H (-3.05701, -2.16870, 0.23649)
H (-3.53700, -3.83560, 0.64579)
H (-2.64681, -3.53666, -0.85366)
C (-1.73392, -3.42347, 2.48109)
H (-2.33227, -2.54612, 2.74773)
H (-0.84072, -3.40336, 3.11108)
H (-2.30089, -4.33468, 2.73423)
H (0.60630, -1.81194, -4.83607)
H (0.46288, -1.12805, -5.11077)
S (-1.63109, 0.07563, 2.80171)
C (-1.29905, -0.11785, 4.46102)
N (-2.35066, -0.13618, 5.35079)
C (-2.20256, -0.18612, 6.71083)
C (-0.92933, -0.29046, 7.24642)
C (0.17708, -0.32171, 6.37833)
C (-0.00774, -0.23219, 5.00415)
H (-3.27862, -0.07671, 4.93116)
H (-3.12518, -0.11408, 7.28695)
H (-0.80557, -0.33756, 8.32607)
H (1.18971, -0.38326, 6.77984)
H (0.81153, -0.21139, 4.28690)

Atoms 1-2, force components in eV/Å:
1.283 -1.211 -1.172
3.267 2.284 4.199



(3)
Formula: C5H10CrO3
Source: OMol25
Level of theory: the ωB97M-V functional and the def2-TZVPD basis

Results
<S²> = 6.03
M = 170.13 g mol⁻¹
relative energy (zero: lowest compared OMol25 entry of this formula, charge and spin) = 0.0 kJ/mol
net charge = +2
energy = -39889.3881 eV
LUMO level (alpha / beta) = -11.94 / -11.80 eV
HOMO-LUMO gap (alpha / beta) = 0.20346 / 0.23062 hartree
spin multiplicity = 5

Cartesian coordinates (Å):
C (2.73485, 0.86305, 0.42302)
O (1.87439, 1.90370, 0.09661)
C (2.25235, -0.46593, -0.15624)
O (0.86020, -0.57804, 0.20310)
C (-0.01160, -1.16774, -0.65266)
C (-1.42156, -0.98962, -0.24118)
O (-1.65215, 0.42275, -0.05434)
C (-2.99650, 0.74651, 0.29970)
Cr (0.04010, 1.46512, 0.10820)
H (2.83440, 0.74494, 1.52059)
H (3.75357, 1.03077, 0.02626)
H (2.78572, -1.32915, 0.26194)
H (2.33976, -0.46198, -1.25230)
H (0.33905, -1.83263, -1.44099)
H (-1.64486, -1.48989, 0.71885)
H (-2.10029, -1.36626, -1.01830)
H (-3.06650, 1.83565, 0.37522)
H (-3.67629, 0.38442, -0.48197)
H (-3.24464, 0.28433, 1.26447)

Atoms 1-2, force components in eV/Å:
0.586 -0.319 0.737
-1.842 -0.387 -0.338



(4)
Formula: C55H48BBaN4O8P2S
Source: OMol25
Level of theory: the ωB97M-V functional and the def2-TZVPD basis

Results
M = 1135.16 g mol⁻¹
relative energy (zero: lowest compared OMol25 entry of this formula, charge and spin) = 0.0 kJ/mol
net charge = -1
energy = -110946.1269 eV
LUMO level = 2.03 eV
HOMO-LUMO gap = 0.21895 hartree
spin multiplicity = 1

Cartesian coordinates (Å):
Ba (-1.57628, 0.76449, -1.87173)
O (-1.79652, 1.87546, 0.71777)
S (-0.73283, 1.29481, 1.59961)
C (0.24986, 2.66971, 2.19181)
C (-0.10207, 3.95203, 1.80829)
C (0.69132, 5.00894, 2.22639)
C (1.80978, 4.77166, 3.01471)
C (2.16107, 3.47700, 3.36874)
C (1.39291, 2.39708, 2.94460)
P (1.81022, 0.61774, 3.22137)
C (2.52666, 0.66083, 4.90287)
C (3.62763, -0.12307, 5.24390)
C (4.07282, -0.18486, 6.55689)
C (3.42073, 0.52887, 7.55220)
C (2.31303, 1.29920, 7.22632)
C (1.86766, 1.36035, 5.91458)
C (3.26879, 0.47778, 2.12070)
C (3.07828, -0.23606, 0.94182)
C (4.10307, -0.35798, 0.01180)
C (5.33017, 0.23368, 0.25656)
C (5.53023, 0.95482, 1.43044)
C (4.50690, 1.07865, 2.35432)
C (-1.59581, 0.81899, 3.10512)
C (-1.77986, 1.68779, 4.17052)
C (-2.56347, 1.29448, 5.24280)
C (-3.16434, 0.04265, 5.23060)
C (-2.97584, -0.81481, 4.15729)
C (-2.17606, -0.44955, 3.07367)
P (-1.87184, -1.52746, 1.59267)
C (-0.43058, -2.48861, 2.19961)
C (0.50890, -2.89030, 1.25310)
C (1.66872, -3.54552, 1.65002)
C (1.89906, -3.80393, 2.99152)
C (0.95859, -3.42186, 3.94149)
C (-0.19958, -2.77245, 3.54642)
C (-3.27766, -2.67862, 1.75057)
C (-3.11677, -4.04339, 1.96431)
C (-4.22124, -4.88520, 1.98465)
C (-5.49536, -4.37333, 1.79071)
C (-5.66221, -3.01304, 1.56424)
C (-4.55983, -2.17436, 1.53568)
H (-0.97299, 4.09423, 1.17994)
H (0.43785, 6.01829, 1.92943)
H (2.42396, 5.60156, 3.34179)
H (3.03979, 3.30218, 3.97707)
H (4.14266, -0.69033, 4.47778)
H (4.93444, -0.79443, 6.79944)
H (3.77086, 0.48323, 8.57563)
H (1.79116, 1.85427, 7.99610)
H (0.99887, 1.96247, 5.67479)
H (2.11273, -0.68339, 0.74179)
H (3.92905, -0.90388, -0.90705)
H (6.13168, 0.14301, -0.46605)
H (6.48716, 1.42482, 1.62133)
H (4.67814, 1.63640, 3.26701)
H (-1.32162, 2.66928, 4.15182)
H (-2.71468, 1.96650, 6.07790)
H (-3.78694, -0.26847, 6.06041)
H (-3.45951, -1.78426, 4.15358)
H (0.30898, -2.70239, 0.20386)
H (2.39803, -3.84200, 0.90606)
H (2.80894, -4.30422, 3.30062)
H (1.13471, -3.62187, 4.99143)
H (-0.91685, -2.46133, 4.29500)
H (-2.12443, -4.45408, 2.09893)
H (-4.08105, -5.94699, 2.14673)
H (-6.35534, -5.03131, 1.80337)
H (-6.65061, -2.60542, 1.39297)
H (-4.69532, -1.11738, 1.33228)
O (-1.40716, 4.64547, -3.39273)
B (-2.09574, 3.47896, -2.90798)
O (-3.49276, 3.75747, -3.15818)
C (-3.59437, 4.97324, -3.74772)
C (-4.71792, 5.65158, -4.17159)
C (-4.53032, 6.90786, -4.75098)
C (-3.25961, 7.45122, -4.89211)
C (-2.12680, 6.75847, -4.45958)
C (-2.32111, 5.51819, -3.88999)
H (-5.70299, 5.21768, -4.05664)
H (-5.39102, 7.46690, -5.09767)
H (-3.14439, 8.42781, -5.34659)
H (-1.13104, 7.17022, -4.56379)
C (-1.61114, -5.21437, -2.75747)
N (-2.24254, -3.92273, -2.94324)
C (-2.86767, -3.61042, -4.11392)
C (-3.36780, -2.38803, -4.34537)
C (-3.16633, -1.37713, -3.32267)
O (-3.46519, -0.17498, -3.51112)
N (-2.60145, -1.73032, -2.14240)
C (-2.10166, -2.95935, -1.93094)
O (-1.51711, -3.29326, -0.89089)
H (-2.15283, -5.96815, -3.32875)
H (-1.63319, -5.46646, -1.70167)
H (-0.56945, -5.19385, -3.08727)
H (-2.92349, -4.41370, -4.83817)
H (-3.84947, -2.12587, -5.27342)
C (3.07877, -2.93629, -3.79221)
C (2.67446, -2.22129, -5.07666)
C (2.19016, -0.78545, -4.83222)
C (1.78139, -0.13701, -6.17195)
C (1.26992, 1.29274, -6.04211)
C (3.34081, 0.02417, -4.25900)
O (4.44408, 0.05316, -4.77275)
N (3.06568, 0.74724, -3.13419)
C (1.84039, 0.77218, -2.44049)
O (1.74637, 1.51407, -1.46668)
N (0.84434, -0.03300, -2.84208)
C (0.94776, -0.82341, -3.93060)
O (0.02932, -1.56646, -4.26471)
H (3.38751, -3.96325, -3.99416)
H (2.24431, -2.97203, -3.08792)
H (3.91879, -2.43149, -3.30743)
H (1.85738, -2.75663, -5.56085)
H (3.51810, -2.17772, -5.76804)
H (1.00593, -0.77446, -6.60040)
H (2.65232, -0.17289, -6.83058)
H (0.38874, 1.34887, -5.40035)
H (0.98749, 1.68820, -7.01849)
H (2.02895, 1.95858, -5.62539)
H (3.79362, 1.33868, -2.76086)

Atoms 1-2, force components in eV/Å:
0.183 0.120 0.465
-0.014 0.149 -0.148



(5)
Formula: H10LiO5
Source: OMol25
Level of theory: the ωB97M-V functional and the def2-TZVPD basis

Results
M = 97.02 g mol⁻¹
relative energy (zero: lowest compared OMol25 entry of this formula, charge and spin) = 601.9 kJ/mol
net charge = +1
energy = -10595.7613 eV
LUMO level = -4.04 eV
HOMO-LUMO gap = 0.36907 hartree
spin multiplicity = 1

Cartesian coordinates (Å):
Li (-0.07485, 0.29070, -0.25845)
O (-0.17064, -2.53378, 0.66722)
H (-1.08200, -2.46205, 0.95097)
H (0.10163, -1.63078, 0.50382)
O (-1.51184, 0.55203, -0.41723)
H (-2.03405, 0.94342, 0.28303)
H (-2.15612, 0.25613, -1.06034)
O (0.14974, 0.64501, 1.10489)
H (-0.45582, 0.79917, 1.82998)
H (0.97107, 1.04642, 1.38868)
O (0.50944, 1.37694, -1.17857)
H (0.94961, 1.99251, -0.59243)
H (0.95555, 1.48461, -2.01858)
O (0.90784, -0.83446, -0.33272)
H (1.65161, -0.72245, 0.25931)
H (1.28883, -1.20340, -1.12956)

Atoms 1-2, force components in eV/Å:
-0.510 -1.194 -3.742
-1.262 -1.352 1.046